No. 1
The following is a quantum chemistry calculation of an isolated molecule of C3H6O at a distorted geometry, from the OMol25 dataset.

Properties
- SMILES: C=COC
- Charge: 0
- Energy above the lowest of the compared OMol25 structures with the same formula, charge and spin: 194.4 kJ/mol
- Highest occupied orbital energy: -8.78 eV
- DFT total energy: -193.069150 hartree
- HOMO-LUMO gap: 9.86 eV

Atoms and positions in Å:
C: 1.964 -0.271 -0.019
C: 0.685 0.156 -0.200
O: -0.375 -0.669 -0.231
C: -1.638 -0.105 0.034
H: 2.730 0.492 0.116
H: 2.264 -1.242 0.198
H: 0.435 1.255 -0.141
H: -1.916 -0.130 1.151
H: -1.531 1.013 -0.354
H: -2.617 -0.498 -0.554

***

No. 2
The following is a quantum chemistry calculation of an isolated molecule of C3H6O at a distorted geometry, from the OMol25 dataset.

Properties
- SMILES: CCC=O
- Charge: 0
- Energy above the lowest of the compared OMol25 structures with the same formula, charge and spin: 73.8 kJ/mol
- Highest occupied orbital energy: -9.83 eV
- DFT total energy: -193.115114 hartree
- HOMO-LUMO gap: 10.82 eV

Atoms and positions in Å:
C: -0.997 -0.651 -0.001
C: -0.080 0.536 -0.016
C: 1.373 0.227 -0.017
O: 1.906 -0.849 0.004
H: -0.689 -1.375 -0.748
H: -1.073 -1.147 1.025
H: -2.031 -0.435 -0.157
H: -0.183 1.445 0.697
H: -0.173 1.051 -0.907
H: 1.948 1.198 0.120

***

No. 3
The following is a quantum chemistry calculation of an isolated molecule of C3H6O at a distorted geometry, from the OMol25 dataset.

Properties
- Charge: 0
- Energy above the lowest of the compared OMol25 structures with the same formula, charge and spin: 355.6 kJ/mol
- Highest occupied orbital energy (spin up / spin down): -7.23 / -7.55 eV
- DFT total energy: -193.007748 hartree
- HOMO-LUMO gap (spin up / spin down): 8.06 / 8.55 eV

Atoms and positions in Å:
C: 1.076 -0.737 -0.917
C: -0.208 -0.174 -0.413
C: -1.004 1.111 1.307
O: -0.184 0.940 0.280
H: 1.782 0.055 -1.193
H: 0.910 -1.378 -1.790
H: 1.569 -1.368 -0.155
H: -1.102 -0.778 -0.247
H: -1.362 2.124 1.447
H: -1.477 0.204 1.681

***

No. 4
The following is a quantum chemistry calculation of an isolated molecule of C3H6O at a distorted geometry, from the OMol25 dataset.

Properties
- Charge: 0
- Energy above the lowest of the compared OMol25 structures with the same formula, charge and spin: 371.8 kJ/mol
- Highest occupied orbital energy (spin up / spin down): -9.05 / -9.05 eV
- DFT total energy: -193.001584 hartree
- HOMO-LUMO gap (spin up / spin down): 8.18 / 8.18 eV

Atoms and positions in Å:
C: 0.172 0.636 1.158
C: -0.240 -0.467 0.334
O: -1.052 -1.350 0.686
C: -0.078 -0.135 -1.157
H: -0.449 0.905 2.021
H: 0.997 -0.741 0.612
H: 0.937 1.349 0.864
H: 0.071 -1.072 -1.678
H: -1.058 0.280 -1.419
H: 0.699 0.595 -1.421

***

No. 5
The following is a quantum chemistry calculation of an isolated molecule of C3H6O at a distorted geometry, from the OMol25 dataset.

Properties
- Charge: 0
- Energy above the lowest of the compared OMol25 structures with the same formula, charge and spin: 351.4 kJ/mol
- Highest occupied orbital energy: -7.37 eV
- DFT total energy: -193.009355 hartree
- HOMO-LUMO gap: 8.30 eV

Atoms and positions in Å:
C: -0.905 0.675 0.116
C: -0.382 -0.683 -0.224
C: 0.943 -0.316 0.447
O: 2.021 0.356 -0.135
H: -0.522 1.528 -0.434
H: -1.377 0.680 1.062
H: -1.126 -1.446 0.253
H: -0.274 -0.805 -1.316
H: 1.042 -0.158 1.618
H: 2.098 0.165 -1.043

***

No. 6
The following is a quantum chemistry calculation of an isolated molecule of C3H6O at a distorted geometry, from the OMol25 dataset.

Properties
- SMILES: OC1CC1
- Charge: 0
- Energy above the lowest of the compared OMol25 structures with the same formula, charge and spin: 187.9 kJ/mol
- Highest occupied orbital energy: -9.58 eV
- DFT total energy: -193.071645 hartree
- HOMO-LUMO gap: 10.48 eV

Atoms and positions in Å:
O: 1.707 -0.597 0.238
C: 0.431 -0.261 -0.221
C: -0.300 0.996 0.007
C: -0.847 -0.341 0.507
H: 1.815 -0.970 -0.648
H: 0.351 -0.623 -1.264
H: -0.717 1.432 -0.893
H: 0.057 1.704 0.749
H: -1.639 -0.824 -0.053
H: -0.858 -0.515 1.578

***

No. 7
The following is a quantum chemistry calculation of an isolated molecule of C3H6O at a distorted geometry, from the OMol25 dataset.

Properties
- SMILES: C[C@H]1CO1
- Charge: 0
- Energy above the lowest of the compared OMol25 structures with the same formula, charge and spin: 202.7 kJ/mol
- Highest occupied orbital energy: -10.37 eV
- DFT total energy: -193.065982 hartree
- HOMO-LUMO gap: 11.51 eV

Atoms and positions in Å:
C: -0.848 0.464 0.764
C: 0.449 0.306 0.077
C: 0.650 -0.771 -0.812
O: 0.709 0.567 -1.236
H: -1.571 0.334 -0.054
H: -0.941 1.593 1.066
H: -1.247 -0.360 1.558
H: 1.321 0.610 0.653
H: -0.150 -1.420 -1.208
H: 1.628 -1.322 -0.808

***

No. 8
The following is a quantum chemistry calculation of an isolated ion of composition C3H6O and charge +1 at a distorted geometry, from the OMol25 dataset.

Properties
- Multiplicity: 2
- Charge: +1
- Energy above the lowest of the compared OMol25 structures with the same formula, charge and spin: 163.6 kJ/mol
- <S²>: 0.757
- Highest occupied orbital energy (spin up / spin down): -16.39 / -16.26 eV
- DFT total energy: -192.745479 hartree
- HOMO-LUMO gap (spin up / spin down): 10.85 / 6.78 eV

Atoms and positions in Å:
C: 0.741 0.230 0.411
O: 0.910 -0.350 1.669
C: -0.581 -0.100 -0.075
C: -1.039 -0.240 -1.381
H: 1.551 -0.101 -0.264
H: 0.960 1.316 0.471
H: 1.253 0.277 2.319
H: -1.316 -0.201 0.716
H: -2.071 -0.455 -1.618
H: -0.408 -0.378 -2.248

***

No. 9
The following is a quantum chemistry calculation of an isolated molecule of C3H6O2 at a distorted geometry, from the OMol25 dataset.

Properties
- SMILES: OC1COC1
- Charge: 0
- Energy above the lowest of the compared OMol25 structures with the same formula, charge and spin: 226.4 kJ/mol
- Highest occupied orbital energy: -9.69 eV
- DFT total energy: -268.319011 hartree
- HOMO-LUMO gap: 10.48 eV

Atoms and positions in Å:
O: 1.768 -0.052 -0.290
C: 0.543 -0.030 0.436
C: -0.544 1.041 -0.002
O: -1.462 0.032 -0.192
C: -0.524 -1.039 -0.022
H: 2.441 0.508 0.100
H: 0.558 -0.212 1.537
H: -0.812 1.800 0.754
H: -0.249 1.551 -0.869
H: -0.862 -1.706 0.792
H: -0.372 -1.615 -0.927

***

No. 10
The following is a quantum chemistry calculation of an isolated molecule of C3H6O2 at a distorted geometry, from the OMol25 dataset.

Properties
- SMILES: CCOC=O
- Charge: 0
- Energy above the lowest of the compared OMol25 structures with the same formula, charge and spin: 59.9 kJ/mol
- Highest occupied orbital energy: -10.79 eV
- DFT total energy: -268.382406 hartree
- HOMO-LUMO gap: 11.78 eV

Atoms and positions in Å:
C: 1.254 0.528 -0.335
C: 0.389 -0.407 0.554
O: -0.667 -0.947 -0.205
C: -1.804 -0.240 -0.221
O: -1.945 0.882 0.210
H: 2.046 1.031 0.278
H: 1.775 -0.115 -1.074
H: 0.588 1.284 -0.780
H: 0.957 -1.289 0.853
H: 0.008 0.086 1.479
H: -2.602 -0.813 -0.758

***

No. 11
The following is a quantum chemistry calculation of an isolated molecule of C3H6O2 at a distorted geometry, from the OMol25 dataset.

Properties
- SMILES: O=CCCO
- Charge: 0
- Energy above the lowest of the compared OMol25 structures with the same formula, charge and spin: 125.6 kJ/mol
- Highest occupied orbital energy: -9.95 eV
- DFT total energy: -268.357392 hartree
- HOMO-LUMO gap: 10.74 eV

Atoms and positions in Å:
O: 0.780 -0.500 -2.494
C: 0.289 0.216 -1.660
C: 0.685 0.201 -0.208
C: -0.533 -0.297 0.688
O: -0.103 -0.111 2.033
H: -0.588 0.835 -1.944
H: 1.548 -0.422 -0.068
H: 0.973 1.203 0.132
H: -1.354 0.379 0.453
H: -0.797 -1.333 0.500
H: -0.900 -0.170 2.570

***

No. 12
The following is a quantum chemistry calculation of a 2-piece molecular cluster, C3H6O2 overall at a distorted geometry, from the OMol25 dataset.

Properties
- SMILES: C=CO.C=O
- Charge: 0
- Energy above the lowest of the compared OMol25 structures with the same formula, charge and spin: 237.4 kJ/mol
- Highest occupied orbital energy: -8.61 eV
- DFT total energy: -268.314816 hartree
- HOMO-LUMO gap: 8.72 eV

Atoms and positions in Å:
C: -0.290 -0.751 -1.557
C: 0.650 -1.447 -0.884
O: 0.697 -1.458 0.480
H: -0.644 -1.018 -2.544
H: -0.980 -0.201 -0.937
H: 1.316 -2.141 -1.388
H: 0.277 -0.602 0.746
C: -0.298 1.910 1.488
O: -0.618 0.751 1.534
H: 0.577 2.253 0.922
H: -0.687 2.705 2.139

***

No. 13
The following is a quantum chemistry calculation of a 2-piece molecular cluster, C3H6O2 overall, from the OMol25 dataset.

Properties
- SMILES: C=CC=O.O
- Charge: 0
- Energy above the lowest of the compared OMol25 structures with the same formula, charge and spin: 150.2 kJ/mol
- Highest occupied orbital energy: -9.93 eV
- DFT total energy: -268.348021 hartree
- HOMO-LUMO gap: 10.29 eV

Atoms and positions in Å:
C: -0.536 -0.638 1.121
C: 0.791 -0.630 0.981
C: 1.436 0.336 0.070
O: 2.631 0.417 -0.112
H: -1.038 -1.335 1.786
H: -1.163 0.043 0.547
H: 1.447 -1.313 1.514
H: 0.726 1.007 -0.463
O: -1.708 0.603 -1.555
H: -1.528 1.481 -1.911
H: -1.059 0.028 -1.979

***

No. 14
The following is a quantum chemistry calculation of an isolated molecule of C3H6O2 at a distorted geometry, from the OMol25 dataset.

Properties
- SMILES: OC[C@H]1CO1
- Charge: 0
- Energy above the lowest of the compared OMol25 structures with the same formula, charge and spin: 212.5 kJ/mol
- Highest occupied orbital energy: -10.25 eV
- DFT total energy: -268.324281 hartree
- HOMO-LUMO gap: 11.33 eV

Atoms and positions in Å:
O: -1.981 0.577 0.071
C: -1.025 -0.446 -0.121
C: 0.253 -0.011 0.564
C: 1.505 -0.123 -0.092
O: 0.808 1.135 -0.105
H: -1.500 1.324 -0.381
H: -0.767 -0.537 -1.198
H: -1.422 -1.355 0.251
H: 0.159 0.157 1.624
H: 2.455 -0.134 0.436
H: 1.515 -0.588 -1.050

***

No. 15
The following is a quantum chemistry calculation of an isolated molecule of C3H6O2 at a distorted geometry, from the OMol25 dataset.

Properties
- SMILES: O/C=C\CO
- Charge: 0
- Energy above the lowest of the compared OMol25 structures with the same formula, charge and spin: 234.4 kJ/mol
- Highest occupied orbital energy: -9.12 eV
- DFT total energy: -268.315956 hartree
- HOMO-LUMO gap: 9.90 eV

Atoms and positions in Å:
O: 1.389 0.302 -1.336
C: 1.006 -0.642 -0.436
C: 0.273 -0.449 0.675
C: -0.761 0.643 0.674
O: -1.662 -0.008 -0.224
H: 0.996 1.160 -1.116
H: 1.364 -1.622 -0.733
H: -0.032 -1.312 1.262
H: -0.419 1.614 0.274
H: -1.203 0.858 1.658
H: -0.952 -0.544 -0.699

***

No. 16
The following is a quantum chemistry calculation of C3H6O2 as an isolated structure, from the OMol25 dataset.

Properties
- Charge: 0
- Energy above the lowest of the compared OMol25 structures with the same formula, charge and spin: 500.1 kJ/mol
- Highest occupied orbital energy (spin up / spin down): -8.79 / -8.79 eV
- DFT total energy: -268.214730 hartree
- HOMO-LUMO gap (spin up / spin down): 8.37 / 8.37 eV

Atoms and positions in Å:
C: 0.997 -0.973 0.575
O: 0.751 0.284 0.823
C: -0.138 0.987 0.115
C: -1.468 0.461 -0.160
O: -2.356 1.112 -0.671
H: 0.203 -1.633 0.238
H: 1.156 -0.497 -1.149
H: 1.822 -1.371 1.156
H: 0.696 0.167 -1.333
H: -0.018 2.056 0.249
H: -1.643 -0.592 0.157

***

No. 17
The following is a quantum chemistry calculation of a 2-piece molecular cluster, C3H6O2 overall, from the OMol25 dataset.

Properties
- SMILES: O=CO.C=C
- Charge: 0
- Energy above the lowest of the compared OMol25 structures with the same formula, charge and spin: 138.4 kJ/mol
- Highest occupied orbital energy: -10.45 eV
- DFT total energy: -268.352517 hartree
- HOMO-LUMO gap: 11.35 eV

Atoms and positions in Å:
O: 0.690 2.794 -0.933
C: -0.458 2.612 -1.211
O: -1.244 1.687 -0.659
H: -0.934 3.216 -1.991
H: -0.694 1.012 -0.230
C: -0.102 -1.855 1.233
C: 0.944 -1.916 0.429
H: -0.027 -1.239 2.122
H: -0.979 -2.469 1.068
H: 1.735 -1.187 0.522
H: 1.070 -2.655 -0.351

***

No. 18
The following is a quantum chemistry calculation of an isolated molecule of C3H6O2 at a distorted geometry, from the OMol25 dataset.

Properties
- SMILES: CC(=O)CO
- Charge: 0
- Energy above the lowest of the compared OMol25 structures with the same formula, charge and spin: 281.4 kJ/mol
- Highest occupied orbital energy: -9.98 eV
- DFT total energy: -268.298036 hartree
- HOMO-LUMO gap: 10.66 eV

Atoms and positions in Å:
C: 0.251 -0.729 -1.412
C: -0.214 -0.408 -0.019
O: -0.787 -1.288 0.641
C: 0.080 0.912 0.686
O: -0.796 1.109 1.738
H: 1.463 -0.734 -1.453
H: -0.076 0.267 -2.087
H: -0.317 -1.892 -1.621
H: 1.145 0.815 1.137
H: 0.040 1.859 0.078
H: -0.789 0.088 2.313

***

No. 19
The following is a quantum chemistry calculation of a 2-piece molecular cluster, C3H6O2 overall, from the OMol25 dataset.

Properties
- SMILES: C=CC=O.O
- Charge: 0
- Energy above the lowest of the compared OMol25 structures with the same formula, charge and spin: 162.3 kJ/mol
- Highest occupied orbital energy: -10.29 eV
- DFT total energy: -268.343425 hartree
- HOMO-LUMO gap: 10.32 eV

Atoms and positions in Å:
C: -0.626 -0.368 0.975
C: 0.652 -0.593 0.665
C: 1.503 0.494 0.135
O: 2.701 0.420 0.000
H: -1.282 -1.148 1.350
H: -1.075 0.616 0.859
H: 1.121 -1.565 0.794
H: 0.949 1.417 -0.159
O: -1.663 0.076 -1.656
H: -1.550 1.018 -1.483
H: -0.793 -0.301 -1.476

***

No. 20
The following is a quantum chemistry calculation of a 2-piece molecular cluster, C3H6O2 overall at a distorted geometry, from the OMol25 dataset.

Properties
- SMILES: O=CO.C=C
- Charge: 0
- Energy above the lowest of the compared OMol25 structures with the same formula, charge and spin: 188.1 kJ/mol
- Highest occupied orbital energy: -9.97 eV
- DFT total energy: -268.333590 hartree
- HOMO-LUMO gap: 10.73 eV

Atoms and positions in Å:
O: -1.139 0.061 -3.821
C: -0.135 0.139 -4.455
O: 0.872 -0.777 -4.511
H: 0.068 1.040 -5.054
H: 0.920 -1.056 -3.593
C: -0.683 0.149 3.223
C: 0.442 0.067 3.934
H: -0.996 -0.837 2.886
H: -1.332 0.998 3.092
H: 1.193 -0.689 3.766
H: 0.790 0.905 4.532